Here is C6H13NS in the gas phase in a non-equilibrium geometry from the OMol25 dataset. Energies are from wB97M-V/def2-TZVPD.

```
21
Properties=species:S:1:pos:R:3:lowdin_charge:R:1
C -0.818 0.218 -1.680 -0.06
C -0.357 0.553 -0.278 -0.66
C 0.048 1.957 -0.251 -0.05
N -1.136 0.163 0.907 -0.39
S -2.584 -0.657 0.960 0.69
C 0.491 -0.450 0.381 -0.35
C 0.542 -1.844 -0.144 -0.03
C 1.493 -0.063 1.310 -0.05
H 0.077 0.526 -2.442 0.14
H -1.657 0.856 -1.829 0.06
H -1.115 -0.916 -1.884 0.11
H -0.687 2.706 -0.213 0.08
H 0.661 2.266 -1.109 0.10
H 0.503 2.183 0.672 0.06
H -2.271 -1.357 2.098 -0.13
H -0.265 -2.357 0.249 0.04
H 1.505 -2.328 -0.104 0.09
H 0.341 -1.727 -1.245 0.07
H 2.442 -0.011 0.792 0.11
H 1.401 -0.661 2.212 0.11
H 1.387 0.944 1.596 0.05
```

The net charge is 0. The SMILES is CC1(C)N(S)C1(C)C. For the energy above the lowest of the compared OMol25 structures with the same formula, charge and spin, the calculation gives 334.1 kJ/mol. The HOMO energy comes out at -7.5 eV. For the largest force on an atom, the calculation gives 0.068 Eh/bohr. For the gap between HOMO and LUMO, the calculation gives 8.4 eV.